1.
Formula: CH5OPS
Source: OMol25
Level of theory: the ωB97M-V functional and the def2-TZVPD basis

Summary:
2S+1: 1
HOMO, eV: -8.7
Net charge: 0
Gap between HOMO and LUMO, eV: 9.36

The geometry in XYZ format:
```
9
CH5OPS (the ωB97M-V functional and the def2-TZVPD basis)
C -0.348 -0.736 0.095
O 0.604 1.797 0.539
P 0.962 0.444 -0.239
S 2.918 -0.328 -0.064
H -0.551 -0.985 1.140
H -1.291 -0.329 -0.438
H -0.018 -1.561 -0.507
H 0.943 2.007 1.405
H 0.383 0.878 -1.375
```



2.
Formula: CH5OPS
Source: OMol25
Level of theory: the ωB97M-V functional and the def2-TZVPD basis

Summary:
2S+1: 1
HOMO, eV: -8.9
Net charge: 0
Gap between HOMO and LUMO, eV: 7.93

The geometry in XYZ format:
```
9
CH5OPS (the ωB97M-V functional and the def2-TZVPD basis)
C -0.476 1.450 -0.493
O 1.181 -1.073 1.140
P 0.147 -1.096 -0.082
S -1.134 -2.562 0.248
H -0.286 2.016 0.421
H 0.245 1.949 -1.142
H -1.486 1.810 -0.916
H 0.693 -1.157 1.957
H 1.116 -1.336 -1.132
```



Last place for stability: 2



1.
Formula: C4H4N3OS
Source: OMol25
Level of theory: the ωB97M-V functional and the def2-TZVPD basis

Summary:
2S+1: 1
HOMO (alpha / beta), eV: -3.0 / -3.3
Net charge: -1
Gap between HOMO and LUMO (alpha / beta), eV: 5.62 / 5.75

The geometry in XYZ format:
```
13
C4H4N3OS (the ωB97M-V functional and the def2-TZVPD basis)
C 0.315 -1.349 -0.182
C -0.120 -0.110 0.415
C -0.466 1.053 -0.294
C -0.068 0.081 1.956
N -0.181 1.143 -1.672
N 0.210 -1.826 -1.342
N -0.062 0.352 -2.613
O -0.953 2.063 0.221
S 0.710 0.290 -3.926
H 0.625 -2.133 0.535
H 1.017 0.372 2.031
H -0.316 -0.812 2.682
H -0.711 0.877 2.188
```



2.
Formula: C4H4N3OS
Source: OMol25
Level of theory: the ωB97M-V functional and the def2-TZVPD basis

Summary:
2S+1: 1
HOMO, eV: -4.1
Net charge: -1
Gap between HOMO and LUMO, eV: 7.80

The geometry in XYZ format:
```
13
C4H4N3OS (the ωB97M-V functional and the def2-TZVPD basis)
C 2.296 -0.066 0.361
C 1.186 -0.879 0.178
C 0.674 1.200 -0.399
C -2.345 0.291 -0.006
N 1.940 1.226 0.033
N 0.178 -0.137 -0.250
N -1.099 -0.590 -0.517
O -2.127 1.437 0.228
S -3.700 -0.609 -0.019
H 3.298 -0.356 0.740
H 0.820 -2.008 0.261
H -0.036 2.031 -0.458
H -1.085 -1.538 -0.153
```



Last place for stability: 1



1.
Formula: CH3NO2
Source: OMol25
Level of theory: the ωB97M-V functional and the def2-TZVPD basis

Summary:
2S+1: 1
HOMO, eV: -8.1
Net charge: 0
Gap between HOMO and LUMO, eV: 7.93

The geometry in XYZ format:
```
7
CH3NO2 (the ωB97M-V functional and the def2-TZVPD basis)
C -1.114 -0.329 -0.040
N -0.033 0.382 -0.144
O 2.511 -0.482 -0.066
O 1.580 0.449 -0.005
H -0.783 -1.353 0.204
H -2.132 -0.094 0.136
H -0.029 1.427 -0.083
```



2.
Formula: CH3NO2
Source: OMol25
Level of theory: the ωB97M-V functional and the def2-TZVPD basis

Summary:
2S+1: 1
HOMO, eV: -9.8
Net charge: 0
Gap between HOMO and LUMO, eV: 10.39

The geometry in XYZ format:
```
7
CH3NO2 (the ωB97M-V functional and the def2-TZVPD basis)
C 0.955 -1.101 -0.908
N -0.113 -1.421 -0.910
O -1.439 1.056 0.308
O -0.364 0.448 1.057
H 0.154 -0.079 0.520
H 2.075 -1.114 -0.944
H -1.269 2.212 0.877
```



Last place for stability: 1